DFT (ωB97M-V/def2-TZVPD) results for 9 unconnected molecules or ions with the total composition C42H42Cl4F6O3 in a non-equilibrium geometry.

```
! wB97M-V def2-TZVPD RIJCOSX def2/J DEFGRID3
* xyz -1 2
Cl -2.4309 4.9055 -1.2209
Cl 3.2770 2.3190 -3.5809
Cl -3.4660 6.2606 1.1190
Cl 0.5099 2.6556 -4.7532
F 3.2229 -5.4222 -7.2185
F 1.4710 4.5732 -0.6894
F 5.2771 -0.9892 1.5400
F -4.5905 -5.2393 4.5272
F -3.5000 2.3152 0.4378
F -0.4934 -5.6096 4.3634
O -0.7739 -0.9191 1.0831
O 1.0225 -1.3685 -0.1929
O -0.0526 0.4738 -0.6286
C 2.6059 -4.9514 -5.0458
C 2.5057 8.2160 -2.4188
C -2.0921 5.3327 0.4430
C -6.8539 3.5676 0.1558
C 3.1105 2.4933 1.8888
C -6.2513 3.5489 2.4522
C 0.5242 -6.6290 1.0639
C -2.9627 -4.0392 3.3627
C 4.1014 2.1962 2.8656
C 1.1382 -2.7622 -5.9388
C 1.9087 -6.6048 1.2652
C -4.7083 2.7944 0.7453
C -4.0849 -4.1001 4.1462
C 1.1807 -2.6844 0.3395
C -2.5637 -2.7672 2.8418
C 3.0127 1.6700 0.7997
C 4.8068 1.0112 2.7485
C 2.4171 -3.3036 -0.3667
C -0.8233 1.5172 -0.2486
C -4.7613 -2.9286 4.4379
C 0.0408 -0.6599 0.2171
C 1.7856 5.7716 -1.2593
C 1.6633 -6.1863 3.5500
C 2.7166 6.6280 -0.6483
C 1.5367 7.4342 -3.0132
C 3.0684 7.8328 -1.1984
C 1.1471 6.2358 -2.3618
C 1.1732 -2.9897 -4.5703
C -4.3875 -1.6947 3.9209
C 0.2921 -6.0624 3.3964
C -0.2757 -6.2546 2.1203
C 1.9320 -4.1008 -4.1606
C 2.6266 -4.5679 -6.3903
C -5.6612 3.0685 -0.2490
C 2.4944 -6.3041 2.4618
C 1.7085 1.5746 -3.9609
C 4.5337 0.0903 1.6756
C -3.2612 -1.5860 3.0571
C -4.9909 3.0440 2.0478
C 3.7025 0.5032 0.6546
C 1.8282 -3.5531 -6.8506
C -7.1312 3.8568 1.4434
H -5.5732 -2.9765 5.1485
H 0.5130 5.6002 -2.9620
H 5.5347 0.7490 3.5020
H 3.2670 -5.6989 -4.6327
H -8.0887 4.2283 1.7774
H 3.4613 -0.1551 -0.1670
H -3.0173 -0.6213 2.6373
H 0.2529 -3.2540 0.2854
H 2.4742 -3.0942 -1.4349
H -1.6286 -2.7147 2.3041
H -0.2251 2.3991 -0.0194
H -1.5011 1.6599 -1.0902
H -4.2783 2.8345 2.8318
H -7.5849 3.7975 -0.6052
H -1.9522 4.4134 1.0118
H -4.8074 -0.7393 4.1988
H 3.3358 -2.8562 0.0126
H 3.7275 8.3791 -0.5400
H 2.5019 -6.9353 0.4255
H -1.3459 -6.1522 2.0166
H 2.0691 -5.9127 4.5127
H -6.4942 3.6304 3.5014
H 1.5954 -3.4562 -7.9007
H -1.2039 5.9638 0.4737
H 1.3489 -2.6240 1.4147
H 2.5518 3.4136 1.9737
H -2.4338 -4.9772 3.2811
H -1.4200 1.4165 0.6581
H 3.3237 6.2389 0.1557
H 1.9646 0.8046 -4.6886
H 0.5829 -2.4392 -3.8528
H 1.8438 -4.2435 -3.0937
H 0.1153 -7.0568 0.1604
H 1.3956 0.9526 -3.1222
H 3.5580 -6.2794 2.6479
H 4.3121 2.8228 3.7197
H 2.3375 1.8651 -0.0204
H 0.4295 -2.0680 -6.3657
H 1.0710 7.8632 -3.8881
H 2.3347 -4.3888 -0.3058
H 2.9016 9.1137 -2.8704
H -5.4751 2.8851 -1.2969
*
```

The value obtained for the LUMO energy (alpha / beta) is 2.17 / 2.17 eV. As for the frontier orbital gap (alpha / beta): 0.0542 / 0.3451 Eh. Its total energy is -116769.08554 eV.

Per-atom Mulliken charges, elementary charge units: number 1, Cl, carries -0.103; number 2, Cl, carries -0.137; number 3, Cl, carries -0.136; number 4, Cl, carries -0.064; number 5, F, carries -0.280; number 6, F, carries -0.110; number 7, F, carries -0.204; number 8, F, carries -0.295; number 9, F, carries 0.033; number 10, F, carries -0.260; number 11, O, carries -0.142; number 12, O, carries -0.066; number 13, O, carries 0.475; number 14, C, carries -1.030; number 15, C, carries -0.246; number 16, C, carries -0.195; number 17, C, carries -0.369; number 18, C, carries -0.894; number 19, C, carries -0.589; number 20, C, carries -0.952; number 21, C, carries -0.530; number 22, C, carries -0.369; number 23, C, carries 0.124; number 24, C, carries -0.202; number 25, C, carries 0.082; number 26, C, carries 0.314; number 27, C, carries -0.503; number 28, C, carries -0.005; number 29, C, carries 0.454; number 30, C, carries -0.608; number 31, C, carries -0.924; number 32, C, carries -0.469; number 33, C, carries -0.534; number 34, C, carries 0.156; number 35, C, carries -0.072; number 36, C, carries -0.436; number 37, C, carries -0.313; number 38, C, carries -0.687; number 39, C, carries -0.525; number 40, C, carries -0.067; number 41, C, carries -1.621; number 42, C, carries -0.378; number 43, C, carries 0.351; number 44, C, carries -0.208; number 45, C, carries 0.294; number 46, C, carries 0.777; number 47, C, carries -0.375; number 48, C, carries -0.707; number 49, C, carries -0.111; number 50, C, carries 0.491; number 51, C, carries -0.679; number 52, C, carries -0.242; number 53, C, carries -1.137; number 54, C, carries -0.881; number 55, C, carries -0.538; number 56, H, carries 0.365; number 57, H, carries 0.459; number 58, H, carries 0.370; number 59, H, carries 0.322; number 60, H, carries 0.349; number 61, H, carries 0.452; number 62, H, carries 0.474; number 63, H, carries 0.227; number 64, H, carries 0.125; number 65, H, carries 0.433; number 66, H, carries -0.073; number 67, H, carries 0.259; number 68, H, carries 0.416; number 69, H, carries 0.386; number 70, H, carries 0.012; number 71, H, carries 0.378; number 72, H, carries 0.105; number 73, H, carries 0.351; number 74, H, carries 0.594; number 75, H, carries 0.415; number 76, H, carries 0.379; number 77, H, carries 0.446; number 78, H, carries 0.378; number 79, H, carries 0.317; number 80, H, carries 0.289; number 81, H, carries 0.451; number 82, H, carries 0.355; number 83, H, carries 0.200; number 84, H, carries 0.369; number 85, H, carries 0.228; number 86, H, carries 0.724; number 87, H, carries 0.448; number 88, H, carries 0.523; number 89, H, carries -0.033; number 90, H, carries 0.467; number 91, H, carries 0.434; number 92, H, carries 0.425; number 93, H, carries 0.534; number 94, H, carries 0.363; number 95, H, carries 0.172; number 96, H, carries 0.377; number 97, H, carries 0.377